[1]
{
  "formula": "C26H45AsBr3MgNO2Si2",
  "method": "ωB97M-V with the def2-TZVPD basis set",
  "elements": ["Br", "Br", "Br", "As", "Si", "Si", "Mg", "O", "O", "N", "C", "C", "C", "C", "C", "C", "C", "C", "C", "C", "C", "C", "C", "C", "C", "C", "C", "C", "C", "C", "C", "C", "C", "C", "C", "C", "H", "H", "H", "H", "H", "H", "H", "H", "H", "H", "H", "H", "H", "H", "H", "H", "H", "H", "H", "H", "H", "H", "H", "H", "H", "H", "H", "H", "H", "H", "H", "H", "H", "H", "H", "H", "H", "H", "H", "H", "H", "H", "H", "H", "H"],
  "positions_angstrom": [[-2.3593, -0.1763, -2.5508], [-5.2394, -3.0677, -0.4546], [-1.3480, 2.3630, 1.5308], [0.1648, -2.8079, 0.3953], [0.0954, -3.9072, -1.6492], [-1.1399, -4.1116, 1.8097], [-1.0736, -0.6164, -0.3388], [0.2819, 0.7273, -0.4437], [-2.7818, -0.7459, 0.6956], [-3.7248, 0.0844, 1.0154], [-5.7525, 1.7874, 1.7100], [3.0990, -0.1803, -1.0098], [2.2813, 6.3026, 2.1039], [3.3432, 6.2865, -0.1368], [-5.6282, 1.3350, 0.4048], [-1.9189, -5.6626, 1.0683], [-0.0119, -4.7158, 3.2015], [2.8542, 1.1944, -1.6489], [2.1990, 2.1282, -0.6307], [-1.5865, -4.4954, -2.2747], [0.9096, 1.7986, -0.1033], [4.2112, 1.7229, -2.1223], [2.8223, 3.2852, -0.2069], [3.0518, 5.4369, 1.1078], [2.2706, 4.1889, 0.7090], [0.7814, -2.7222, -2.9414], [-4.8519, -2.3528, -2.1306], [0.3762, 2.7278, 0.8025], [-2.5344, -3.1852, 2.6806], [1.9644, 1.0628, -2.8931], [1.0177, 3.8849, 1.2093], [1.2250, -5.4236, -1.6354], [-4.8325, 1.3668, 2.6553], [-3.8173, 0.5125, 2.2872], [4.3808, 5.0271, 1.7571], [-4.6041, 0.4768, 0.0699], [4.2033, 4.4011, 2.6324], [4.9336, 1.7914, -1.3061], [0.4582, -3.8698, 3.7050], [3.7986, 3.5127, -0.6112], [-1.4990, -4.6988, -3.3466], [0.5170, 4.5304, 1.9164], [-6.5511, 2.4620, 1.9838], [0.8088, -3.2168, -3.9171], [4.6154, 1.0310, -2.8633], [-2.7463, -5.4183, 0.4043], [1.2360, -5.9279, -2.6040], [1.7955, -2.4082, -2.6887], [-2.3532, -3.7365, -2.1301], [3.7741, -0.0833, -0.1564], [3.9237, 5.7281, -0.8705], [2.0709, 5.7617, 3.0272], [0.7903, -5.3364, 2.8008], [0.9018, -6.1440, -0.8826], [5.0002, 4.4590, 1.0635], [-4.8813, 1.6989, 3.6820], [-3.0463, 0.1332, 2.9384], [-0.5653, -5.2968, 3.9425], [3.5676, -0.8505, -1.7354], [-4.3772, 0.0882, -0.9160], [1.8473, 2.0371, -3.3727], [1.3334, 6.6463, 1.6875], [0.9766, 0.6819, -2.6537], [-4.2444, -2.9601, -2.7763], [-1.9161, -5.4095, -1.7836], [-1.2011, -6.2621, 0.5088], [2.4140, 6.5974, -0.6158], [-3.2935, -2.8476, 1.9798], [3.9099, 7.1813, 0.1330], [2.2441, -5.1261, -1.3853], [2.8740, 7.1840, 2.3596], [4.1285, 2.7043, -2.5931], [0.1704, -1.8239, -3.0396], [-2.3066, -6.2755, 1.8870], [2.1787, -0.6418, -0.6604], [2.4324, 0.3846, -3.6108], [-5.5438, -1.6132, -2.4917], [-2.1456, -2.3046, 3.1935], [-2.9894, -3.8457, 3.4236], [4.9441, 5.9096, 2.0700], [-6.3129, 1.6445, -0.3710]],
  "forces_ev_per_angstrom": [[0.154, -0.044, -0.049], [0.044, 0.022, -0.045], [0.040, 0.036, -0.020], [-0.021, 0.040, -0.059], [-0.022, 0.026, 0.113], [0.078, 0.009, -0.083], [-0.041, 0.054, -0.347], [-0.191, -0.206, 0.091], [0.190, -0.083, 0.376], [-0.138, 0.032, -0.220], [-0.053, 0.015, -0.088], [-0.007, -0.020, -0.004], [0.021, 0.026, 0.007], [0.002, 0.004, 0.018], [0.039, -0.004, 0.045], [0.006, 0.051, 0.091], [-0.012, 0.030, -0.078], [0.026, -0.015, 0.038], [-0.054, -0.022, -0.018], [0.102, -0.019, -0.070], [0.059, 0.040, -0.036], [0.021, -0.023, 0.011], [-0.012, 0.048, 0.011], [-0.008, 0.016, 0.003], [-0.033, -0.017, 0.014], [0.031, -0.068, 0.025], [-0.249, -0.208, 0.132], [0.021, 0.053, 0.060], [0.100, -0.062, 0.007], [0.011, 0.004, -0.019], [0.039, 0.054, -0.003], [-0.055, 0.053, 0.030], [0.038, -0.011, 0.055], [-0.103, -0.047, -0.034], [-0.010, 0.007, -0.006], [0.118, 0.006, 0.114], [-0.016, -0.009, 0.030], [0.005, -0.001, 0.032], [0.007, 0.049, 0.024], [0.030, 0.015, -0.001], [-0.058, -0.014, -0.031], [-0.006, 0.011, 0.012], [-0.014, 0.015, 0.008], [0.017, 0.004, -0.028], [0.015, -0.016, -0.019], [-0.072, 0.047, -0.056], [0.003, -0.025, -0.080], [0.035, -0.010, 0.025], [0.025, 0.117, 0.021], [0.019, 0.004, 0.024], [0.022, -0.020, -0.026], [0.001, -0.030, 0.032], [0.038, -0.047, -0.030], [-0.033, -0.040, 0.044], [0.021, -0.024, -0.022], [-0.014, 0.011, 0.006], [-0.019, -0.004, 0.025], [-0.041, -0.048, 0.059], [0.014, -0.016, -0.029], [-0.060, 0.040, 0.008], [-0.004, 0.032, -0.026], [-0.028, 0.005, -0.026], [-0.051, -0.017, 0.041], [0.073, 0.079, -0.023], [0.007, -0.061, 0.057], [0.067, -0.023, -0.023], [-0.036, 0.006, -0.004], [-0.070, -0.002, -0.086], [0.022, 0.029, 0.011], [0.043, 0.020, -0.004], [0.007, 0.004, -0.001], [-0.019, 0.025, -0.032], [-0.074, 0.015, -0.007], [-0.039, -0.053, 0.006], [-0.009, 0.014, -0.010], [0.010, -0.029, -0.025], [0.055, 0.077, -0.055], [0.049, 0.047, 0.052], [-0.056, -0.005, 0.050], [0.026, 0.035, 0.004], [-0.023, 0.015, 0.006]],
  "total_charge": -1,
  "de_lowest_kcal_mol": 7.44,
  "spin_multiplicity": 2,
  "lumo_energy_ha": [0.0783, 0.0782]
}

=====

[2]
{
  "formula": "C10H16N2",
  "method": "ωB97M-V with the def2-TZVPD basis set",
  "elements": ["N", "N", "C", "C", "C", "C", "C", "C", "C", "C", "C", "C", "H", "H", "H", "H", "H", "H", "H", "H", "H", "H", "H", "H", "H", "H", "H", "H"],
  "positions_angstrom": [[-0.9122, 0.0100, 0.2732], [1.1006, -2.4714, 1.5419], [3.6023, 1.1547, 1.2048], [3.0623, 0.2324, 0.4387], [-2.5656, -1.5689, -0.6944], [2.2564, 0.3437, -0.8744], [-0.2584, -0.3629, 1.3424], [-1.2107, -0.9355, -0.8934], [-2.4667, 1.7362, 0.9025], [1.9913, -0.7091, -1.6140], [-1.2061, 1.4567, 0.1045], [0.3753, -1.5925, 1.4453], [-0.2893, 1.9272, 0.3919], [2.6716, -1.6146, -1.4965], [3.3108, 2.1445, 1.0109], [-0.5075, -1.7244, -0.9739], [-3.2778, 1.0372, 0.7167], [-3.3629, -0.8105, -0.7425], [-2.7381, -2.2912, -1.4391], [-2.5570, -2.1678, 0.2730], [-1.2274, -0.2743, -1.7222], [1.5614, 1.1495, -0.9035], [3.4294, -0.7987, 0.7150], [-2.0840, 1.7507, 1.9510], [-1.2323, 1.6000, -0.9790], [-3.0022, 2.6505, 0.5246], [4.1836, 0.8483, 2.0612], [1.3529, -0.7196, -2.5646]],
  "forces_ev_per_angstrom": [[1.571, -2.206, 0.001], [0.989, -1.494, 0.320], [-0.781, -0.296, -0.016], [0.909, -2.450, -1.759], [-0.144, 0.164, 1.856], [-0.215, -0.243, 3.332], [-0.638, 2.065, -0.317], [-1.189, 1.323, 1.680], [-0.029, 1.675, -0.350], [1.293, -2.030, -2.395], [-0.513, -1.809, -0.963], [-1.011, 0.368, -0.672], [0.077, 0.756, 0.783], [-1.218, 0.993, -0.069], [0.171, 1.556, 0.178], [1.180, -0.236, 0.069], [0.479, -0.772, 0.300], [0.141, -0.475, 0.330], [-0.281, -0.848, -1.211], [-0.265, 1.034, -0.956], [0.233, 0.149, -1.188], [-0.019, 1.156, -0.394], [-0.887, 0.786, -0.710], [-1.148, 0.187, -0.597], [-0.620, 0.205, 0.063], [1.043, -0.132, 0.944], [0.070, 0.348, 0.032], [0.803, 0.229, 1.709]],
  "de_lowest_kcal_mol": 97.73,
  "lumo_energy_ha": 0.0080
}

=====

[3]
{
  "formula": "CH6N2O2P",
  "method": "ωB97M-V with the def2-TZVPD basis set",
  "elements": ["P", "O", "O", "N", "N", "C", "H", "H", "H", "H", "H", "H"],
  "positions_angstrom": [[0.9407, -1.4357, 1.1331], [1.7713, -1.3643, 2.3582], [1.0428, -2.5861, 0.2034], [0.6677, 1.8441, -0.8273], [-0.7024, -1.1016, 1.5013], [-0.4529, 1.3292, -1.5309], [-0.9505, 2.1534, -2.0551], [1.1501, 1.0561, -0.3578], [-1.2690, -1.0437, 0.6663], [-1.2140, 0.8573, -0.8714], [-0.7932, -0.2657, 2.0631], [-0.1906, 0.5571, -2.2829]],
  "forces_ev_per_angstrom": [[0.705, 0.676, -0.575], [0.088, 0.261, 1.029], [-0.494, -0.679, -0.697], [0.439, -0.216, 0.414], [-0.283, -0.251, 0.251], [-0.647, -0.025, -0.402], [-0.049, -0.140, -0.018], [-0.230, 0.109, -0.202], [-0.023, 0.005, 0.008], [0.442, 0.114, -0.107], [-0.017, 0.026, -0.028], [0.068, 0.120, 0.329]],
  "total_charge": -1,
  "lumo_energy_ha": [0.1370, 0.1079]
}